The following is a DFT calculation (wB97M-V/def2-TZVPD) of a molecular structure, C45H67GeMnN5P3.

Properties
2S+1 = 6
E_HOMO (alpha / beta) = -15.17 / -15.08 eV
total charge = +3
Kohn-Sham gap (alpha / beta) = 6.292 / 5.019 eV
LUMO (alpha / beta) = -8.8747 / -10.0568 eV
relative energy (zero: lowest compared OMol25 entry of this formula, charge and spin) = 29.8 kJ/mol

Last column: Mulliken charge in e.
Cartesian coordinates (Å):
Ge: 1.003 0.059 -1.125  -0.0451
Mn: -0.741 0.051 0.957  0.9298
P: -0.009 -2.444 1.177  0.6112
P: 0.175 2.448 1.146  0.2360
P: -2.301 0.214 -1.205  1.0092
N: 2.578 -0.139 -2.579  1.0085
N: -0.027 -0.574 -2.548  0.9708
N: 2.062 -1.536 -0.507  0.5702
N: -2.329 0.062 2.418  0.2011
N: 1.656 1.821 -1.138  0.6126
C: -0.316 -5.235 1.009  -1.6122
C: -1.463 2.448 -2.596  -1.5087
C: -3.872 -0.696 -0.828  0.8193
C: -2.315 3.509 1.991  -0.9054
C: 0.149 -2.333 -4.284  -0.6352
C: -1.138 0.052 5.958  -0.7542
C: 6.027 -0.798 -1.291  -0.9718
C: -4.558 -1.410 -1.997  -1.6312
C: 2.084 -1.198 -3.455  0.3108
C: -1.647 -3.865 -0.619  -1.0557
C: -2.275 -0.181 3.864  -0.9082
C: 2.398 3.513 -2.802  -1.0280
C: -1.467 -0.746 -2.532  -2.5869
C: 1.741 4.099 2.913  -1.4246
C: 1.245 2.912 -0.276  -2.7577
C: 0.698 -1.375 -3.436  0.1864
C: 3.719 -0.547 -1.801  -0.0280
C: 3.358 2.716 -4.880  -1.1337
C: 2.700 1.172 -3.187  -0.1650
C: 2.354 -2.922 -5.089  -1.1634
C: 1.477 -2.719 0.096  -1.9936
C: 2.250 2.205 -2.358  0.7127
C: -3.805 1.722 -3.098  -1.4433
C: 1.247 2.679 2.629  0.9280
C: 2.435 1.725 2.455  -1.1795
C: 3.380 -1.429 -0.725  0.6967
C: -3.309 -0.864 4.484  -0.3050
C: 2.956 3.756 -4.055  -0.9446
C: 0.703 -2.826 2.840  0.3892
C: -0.677 5.177 1.058  -1.7659
C: -2.162 -0.641 6.588  -0.6454
C: -2.732 1.821 -2.010  0.4989
C: 4.423 -2.065 -0.006  -0.7793
C: 3.231 1.406 -4.437  0.1034
C: 2.911 -1.966 -4.252  -0.1302
C: 1.621 -1.692 3.284  -1.1915
C: 5.723 -1.739 -0.291  -0.9596
C: -3.245 -1.099 5.849  -0.7416
C: -4.848 0.237 -0.101  -1.4557
C: -1.163 3.722 1.010  0.9347
C: -1.192 0.277 4.590  0.9776
C: -0.358 -3.164 3.885  -1.8660
C: 5.020 -0.204 -2.056  -0.2214
C: -1.063 -3.915 0.790  0.1711
C: 0.977 -3.089 -5.105  -0.8888
H: 2.129 3.442 0.096  0.8940
H: -3.872 2.682 -3.611  0.4641
H: -1.102 -2.374 3.997  0.3945
H: -2.777 0.970 2.280  -0.1950
H: -0.383 0.796 4.091  -0.4152
H: 2.096 4.356 -2.198  0.5570
H: -1.886 -3.847 1.509  0.6566
H: -3.111 2.454 -1.201  0.4411
H: 2.135 0.721 2.142  -0.1778
H: -4.389 0.789 0.723  0.2476
H: 0.256 5.347 0.520  0.3189
H: -5.276 -2.130 -1.604  0.4900
H: 7.061 -0.550 -1.489  0.5102
H: 0.552 -5.319 0.351  0.2926
H: 2.183 4.567 2.032  0.2637
H: 3.774 2.922 -5.856  0.4858
H: 2.984 1.638 3.393  0.5622
H: -0.981 -6.062 0.759  0.5116
H: -3.548 -1.463 -0.113  0.0707
H: 3.984 -1.818 -4.226  0.5855
H: -2.959 4.389 1.990  0.5361
H: -4.792 1.494 -2.705  0.3545
H: -3.552 0.974 -3.851  0.2758
H: -4.047 -1.634 6.339  0.4593
H: 1.062 -0.759 3.386  -0.0326
H: 0.953 4.745 3.289  0.3808
H: -2.233 -4.767 -0.797  0.6541
H: -0.875 -4.095 3.660  0.3638
H: 1.313 -3.719 2.667  0.8745
H: 2.450 -1.525 2.591  0.0953
H: 3.129 2.112 1.706  0.3593
H: -1.641 3.503 -2.811  0.6488
H: 2.987 -3.520 -5.729  0.4877
H: 0.012 -5.382 2.034  0.3998
H: 2.518 4.052 3.677  0.4794
H: 3.068 4.779 -4.389  0.4509
H: -1.886 -0.441 -3.497  1.2432
H: 0.533 -3.821 -5.765  0.4541
H: -2.993 -0.608 2.029  0.3347
H: 0.658 3.647 -0.839  1.0495
H: -3.864 -1.958 -2.634  0.2345
H: 1.184 -3.379 -0.730  0.2941
H: -1.437 5.815 0.607  0.4792
H: 0.127 -3.287 4.854  0.5216
H: 2.050 -1.919 4.261  0.6421
H: -4.162 -1.210 3.910  0.5012
H: 2.216 -3.265 0.683  0.6502
H: -0.541 5.514 2.083  0.4368
H: -5.274 0.974 -0.780  0.2462
H: -0.869 -3.831 -1.387  0.2263
H: -2.118 -0.821 7.653  0.4602
H: -1.534 3.531 -0.004  -0.2870
H: 6.528 -2.198 0.266  0.4824
H: -5.106 -0.710 -2.623  0.3532
H: -1.738 -1.796 -2.395  0.6628
H: -5.678 -0.343 0.304  0.4873
H: -1.194 1.964 -3.537  0.3901
H: 3.535 0.580 -5.067  0.5811
H: -2.312 -3.015 -0.756  -0.0803
H: 5.266 0.485 -2.852  0.6482
H: -2.957 2.676 1.692  -0.0691
H: -0.600 2.372 -1.936  0.3713
H: 0.634 2.358 3.472  0.0342
H: -1.975 3.364 3.019  0.3018
H: -0.294 0.413 6.532  0.4956
H: 4.207 -2.761 0.792  0.5225
H: -0.920 -2.491 -4.330  0.5340